Entry 1:
Computed, not measured: 2 unconnected molecules or ions with the total composition C6H16NOP in a non-equilibrium geometry, with ωB97M-V/def2-TZVPD.

Cartesian coordinates (Å):
C 2.67448 1.26279 -0.69444
C 2.16630 -0.16306 1.30730
C -1.31530 -0.20808 1.13148
C -0.89339 -2.30525 0.12698
C -3.22882 1.31021 -1.13575
C 1.58919 0.71902 0.21735
N -0.60593 -0.91965 0.34098
O 1.30371 -1.44273 -1.41482
P 0.51287 -0.27645 -0.97858
H 3.41244 1.83696 -0.13485
H 3.17744 0.43068 -1.18600
H 2.24281 1.90110 -1.46415
H 2.62954 -1.03606 0.85193
H 1.39777 -0.49761 2.00384
H 2.92688 0.37703 1.87176
H -1.05958 0.82679 1.27875
H -2.24400 0.87594 -1.28081
H -2.16946 -0.61958 1.64887
H -1.55436 -2.42272 -0.73674
H 0.05090 -2.79641 -0.12063
H -1.35648 -2.75936 1.00332
H -3.98537 0.56374 -1.34003
H -3.32981 1.65613 -0.11545
H -3.35218 2.14313 -1.81713
H 1.01034 1.54346 0.63682

Its LUMO energy (alpha / beta) is -0.298 / -0.299 eV. The value obtained for the energy relative to the best compared isomer or geometry (same formula, charge and spin) is 1.258 eV.

Atom charges from the Löwdin analysis, given in e for atoms 1 to 8:
1. C -0.16
2. C -0.13
3. C 0.02
4. C -0.09
5. C -0.05
6. C -0.55
7. N -0.30
8. O -0.47



Entry 2:
Computed, not measured: a gas-phase ion, C7H10N3O2 (charge +1) in a non-equilibrium geometry, with ωB97M-V/def2-TZVPD.

Cartesian coordinates (Å):
C -0.71547 -1.24138 1.02175
C -1.91446 -1.65808 0.60950
C -0.19068 -0.06081 0.36245
C -0.93850 0.75661 -0.38968
C 2.09549 -0.67341 -0.28967
C -0.16492 1.95315 -0.77053
C -2.41123 0.41696 -0.45240
N 1.19782 0.28809 0.41707
N 2.49661 -1.65393 0.46573
N 1.15769 1.57269 -0.23138
O 2.32752 -0.40378 -1.44210
O -2.59084 -0.98948 -0.37095
H -0.21510 -1.79843 1.75326
H -2.34459 -2.59910 0.95264
H -0.04919 2.10640 -1.80022
H -0.61006 2.90190 -0.29394
H -2.88181 0.87323 0.46274
H -2.96972 0.53749 -1.35766
H 2.10715 -1.55019 1.43340
H 3.20734 -2.40088 0.41707
H 1.83537 1.52448 -0.95797
H 1.57158 2.09848 0.46089

Its LUMO energy is -2.961 eV. The value obtained for the energy relative to the best compared isomer or geometry (same formula, charge and spin) is 2.389 eV. Its total charge is +1. The structure (SMILES) is NC(=O)N1[NH2+]CC2=C1C=COC2.

Atom charges from the Löwdin analysis, given in e for atoms 1 to 8:
1. C 0.00
2. C -0.07
3. C -0.17
4. C -0.10
5. C -0.53
6. C -0.01
7. C -0.09
8. N 0.06



Entry 3:
Computed, not measured: 4 unconnected molecules or ions with the total composition C26H38PS, with ωB97M-V/def2-TZVPD.

Cartesian coordinates (Å):
C -0.20178 0.92040 0.61449
C 0.01667 -0.49587 1.19048
P -1.17092 -1.68420 0.48229
C -0.68621 -3.34169 1.20054
C 0.27643 -3.37646 2.40676
S -0.33331 -2.08212 -1.56059
C 0.89342 -0.87431 -2.17510
C 2.17875 -0.61784 -1.36928
C 2.61947 -1.85938 -0.59302
C 3.25974 -0.09073 -2.34084
H -0.58945 0.91209 -0.40816
H -0.92075 1.48094 1.21808
H 0.73466 1.48308 0.62491
H -0.24501 -0.52502 2.25873
H 1.05806 -0.81470 1.13352
H -0.28089 -3.97825 0.40954
H -1.65160 -3.78807 1.46602
H -0.28103 -3.46286 3.34306
H 0.91660 -2.50020 2.47872
H 0.93613 -4.24601 2.32842
H 0.52745 -3.08375 -1.32133
H 1.12483 -1.29044 -3.16310
H 0.30146 0.03157 -2.34080
H 1.96604 0.17346 -0.64770
H 2.73633 -2.72134 -1.26271
H 3.58332 -1.70172 -0.10126
H 1.90018 -2.13511 0.18682
H 2.89876 -0.00673 -3.37064
H 4.12792 -0.75696 -2.35223
H 3.60887 0.90133 -2.04480
C 2.45593 -5.52018 0.13155
C 3.76288 -5.19751 0.47145
C 4.18200 -5.31029 1.78981
C 3.29507 -5.74707 2.76530
C 1.98936 -6.07305 2.42461
C 1.56804 -5.95907 1.10571
H 2.13088 -5.44918 -0.90086
H 4.45619 -4.86685 -0.29168
H 5.20159 -5.06540 2.05665
H 3.62596 -5.84535 3.79076
H 1.30554 -6.43183 3.18307
H 0.55549 -6.23467 0.83594
C -1.72156 4.37297 1.41288
C -2.81643 3.73749 1.98359
C -3.61943 4.41582 2.89003
C -3.32422 5.72940 3.22635
C -2.22933 6.36444 2.65630
C -1.42729 5.68721 1.74851
H -1.09879 3.84600 0.69973
H -3.05488 2.71418 1.71592
H -4.47579 3.92311 3.33150
H -3.95022 6.26013 3.93141
H -2.00275 7.38970 2.91751
H -0.57667 6.18423 1.30050
C -2.56866 2.77354 -4.26077
C -2.60554 2.63717 -2.87973
C -2.82713 3.74649 -2.07420
C -3.01462 4.99447 -2.65075
C -2.97645 5.13210 -4.03145
C -2.75327 4.02312 -4.83610
H -2.40687 1.90795 -4.89080
H -2.47799 1.65889 -2.42887
H -2.85978 3.63860 -0.99804
H -3.19117 5.85778 -2.02232
H -3.12526 6.10457 -4.48196
H -2.72897 4.13202 -5.91240

Its LUMO energy is -3.185 eV. Its total charge is +1.

Atom charges from the Löwdin analysis, given in e for atoms 1 to 8:
1. C -0.15
2. C -0.47
3. P 0.89
4. C -0.44
5. C -0.12
6. S 0.87
7. C -0.39
8. C -0.44



Entry 4:
Computed, not measured: 3 unconnected molecules or ions with the total composition C3H10O3S, with ωB97M-V/def2-TZVPD.

Cartesian coordinates (Å):
C 0.07677 -0.33715 -0.42625
O 1.21711 0.34590 -0.05810
C -1.25005 0.39600 -0.11747
C -2.48539 -0.43652 -0.44748
S -4.11866 0.38097 -0.19144
H 0.04498 -0.54066 -1.51595
H 0.00403 -1.34676 0.04379
H -1.25252 1.35064 -0.65223
H -1.26864 0.64321 0.95514
H -2.46194 -1.33247 0.18678
H -2.42674 -0.76710 -1.49213
H 0.93023 0.67781 2.81849
H 1.52557 0.34008 1.43607
O 1.75089 0.33839 2.45065
H 3.89791 0.28841 -0.65349
H 2.43722 0.09301 -0.96882
O 3.37922 -0.09377 -1.36756

Its LUMO energy is 6.055 eV. The value obtained for the energy relative to the best compared isomer or geometry (same formula, charge and spin) is 0.059 eV. Its total charge is -2.

Atom charges from the Löwdin analysis, given in e for atoms 1 to 8:
1. C -0.42
2. O -0.33
3. C -0.32
4. C -0.82
5. S -0.07
6. H 0.09
7. H 0.10
8. H 0.09



Entry 5:
Computed, not measured: C20H20N8O3S in the gas phase in a non-equilibrium geometry, with ωB97M-V/def2-TZVPD.

Cartesian coordinates (Å):
C -4.94997 -2.85899 -0.80847
C -3.63474 -3.13816 -0.09453
C -2.49452 -2.33481 -0.70956
O -1.31495 -2.61349 0.02423
C -0.23954 -1.81465 -0.14601
C 0.81588 -1.99469 0.75594
C 1.91143 -1.16104 0.73722
C 1.98258 -0.12031 -0.18939
C 0.96787 0.00856 -1.13797
C -0.12858 -0.82794 -1.12521
H -0.89619 -0.69203 -1.86917
H 1.03250 0.78297 -1.88764
C 2.97839 0.93260 -0.10718
C 2.75230 2.31049 -0.14758
N 3.94074 2.93786 -0.03780
N 4.86596 2.07771 0.07522
N 4.32950 0.83774 0.03679
C 5.15559 -0.26042 0.06583
N 4.78308 -1.50721 0.00589
O 5.89636 -2.24097 0.02760
N 7.00976 -1.46939 0.10152
C 6.60498 -0.22223 0.13211
N 7.36608 0.87061 0.25563
H 8.36124 0.77988 0.16470
H 6.90804 1.76410 0.14424
C 1.42541 2.95082 -0.34789
O 1.18443 3.79174 -1.17366
N 0.48833 2.38809 0.49363
N -0.82179 2.42466 0.19857
C -1.66157 1.72817 0.87010
C -3.01943 1.75071 0.38619
C -3.51461 2.48268 -0.66385
C -4.87670 2.24173 -0.91217
C -5.41249 1.32614 -0.06048
S -4.26236 0.74304 1.07072
H -6.41809 0.95644 -0.02140
H -5.43861 2.72566 -1.69079
H -2.89807 3.16491 -1.21805
C -1.31603 0.88743 2.07234
H -2.21520 0.48871 2.53213
H -0.67741 0.04995 1.78464
H -0.78815 1.48878 2.81353
H 0.81747 1.75107 1.21802
H 2.69637 -1.29268 1.46466
H 0.73482 -2.78429 1.48572
H -2.72699 -1.26282 -0.65427
H -2.35805 -2.61175 -1.76380
H -3.38997 -4.19946 -0.15218
H -3.71798 -2.86847 0.95941
H -5.75342 -3.43252 -0.35469
H -5.20117 -1.80263 -0.74385
H -4.88257 -3.13234 -1.85903

Its LUMO energy is -0.128 eV. The value obtained for the energy relative to the best compared isomer or geometry (same formula, charge and spin) is 0.098 eV. The structure (SMILES) is CCCOc1ccc(-c2c(C(=O)N/N=C(\C)c3cccs3)nnn2-c2nonc2N)cc1.

Atom charges from the Löwdin analysis, given in e for atoms 1 to 8:
1. C -0.10
2. C -0.23
3. C -0.21
4. O -0.03
5. C -0.27
6. C 0.00
7. C -0.03
8. C -0.19